Record 1
The following is a quantum chemistry calculation of a structure of composition C9H10S in a non-equilibrium geometry, from the OMol25 dataset.

The value obtained for the energy above the lowest of the compared OMol25 structures with the same formula, charge and spin is 84.6 kcal per mole. For the frontier orbital gap, the calculation gives 8.46 eV. Its molecular weight is 150.2 g/mol. As for the HOMO energy: -8.0 eV. As for the total charge: 0.

XYZ file:
```
20
Properties=species:S:1:pos:R:3:forces:R:3
S -1.73817 -1.29505 -0.52065 -0.09 0.18 1.54
C 2.17917 -1.01728 -0.75027 -2.69 4.11 -3.01
C 1.19357 1.21248 -0.47799 1.11 -1.14 -0.26
H 1.83512 1.63361 -1.25338 -0.42 0.79 0.50
C -0.11312 1.11951 -0.35160 0.15 0.68 -1.17
H -3.76845 0.04209 -0.28107 -0.60 0.39 -0.23
C 0.65012 -0.59310 1.14558 -2.30 2.69 1.36
C -0.62469 -0.02488 0.46854 1.09 -0.40 -1.40
C 1.77953 0.03548 0.25689 -1.44 -1.96 0.31
H 0.50148 -1.63382 1.06562 0.60 -1.33 0.34
H 1.22788 -1.31216 -1.23500 0.42 -0.28 0.17
C -2.99295 -0.17368 0.42579 -1.07 -1.26 -0.97
H 2.67472 -1.80009 -0.43784 2.49 -4.08 1.96
H -1.84098 2.57544 -0.92507 -0.17 -0.30 -0.51
H 0.64391 -0.22819 2.24145 0.40 -0.75 -1.60
C -1.88772 0.76959 0.38767 -0.89 -0.13 1.05
H -3.46696 -0.58687 1.33411 0.92 0.12 -0.24
H 2.45861 0.18755 1.02620 2.31 1.06 0.68
H 2.73041 -0.56368 -1.58324 0.22 -0.04 0.18
C -1.44145 1.65306 -0.53573 -0.03 1.63 1.30
```
Positions in Å, forces in eV/Å.

=====

Record 2
The following is a quantum chemistry calculation of a structure of composition C28H38BF9N5OSSi3Tl in a non-equilibrium geometry, from the OMol25 dataset.

The value obtained for the energy above the lowest of the compared OMol25 structures with the same formula, charge and spin is 0.0 kcal per mole. For the frontier orbital gap, the calculation gives 5.93 eV. Its molecular weight is 963.1 g/mol. As for the HOMO energy: -1.8 eV. As for the total charge: -2.

XYZ file:
```
87
Properties=species:S:1:pos:R:3:forces:R:3
H 5.69340 0.24711 -1.56187 0.01 -0.11 -0.05
H -4.38220 2.19220 0.68294 -0.08 0.10 -0.07
F -1.76699 4.87851 2.75464 -0.67 0.18 0.14
H -2.43831 -4.32317 0.73922 -0.07 -0.03 0.13
N 1.67158 4.67107 -1.01798 -0.04 -0.36 -0.27
C -0.45896 -2.53111 -3.01336 -0.16 0.18 0.03
N 1.96230 -0.94166 -0.44190 -0.37 -0.18 0.09
H 1.99408 -4.01440 0.87120 -0.01 -0.05 0.04
H -3.19131 -3.03466 -4.53366 0.06 -0.06 -0.18
H -0.59353 0.34737 5.02047 -0.01 0.04 0.03
H -4.99277 -2.62771 -0.32792 -0.06 -0.07 -0.14
H -0.37916 -3.28801 -2.24379 0.02 -0.22 0.24
C 4.55888 -0.72166 3.21025 0.06 -0.33 0.16
H 0.83188 5.18775 -1.24930 0.21 -0.06 0.08
F 6.89463 -0.36999 3.62939 -0.39 0.14 -0.19
H -3.56028 2.93818 -2.33863 -0.17 0.09 -0.01
C -1.78677 -0.22329 -4.27626 -0.06 -0.15 0.21
H 5.41929 1.20306 -0.10960 0.01 -0.09 -0.22
H 4.40931 -3.83396 0.21633 -0.02 0.03 0.01
C -4.49478 -2.30212 0.58468 0.25 0.02 -0.09
H 1.82134 4.58189 -0.01987 -0.12 0.08 0.11
C 5.61458 1.26486 2.43054 0.29 0.05 0.14
C -0.99999 -0.12779 4.13903 0.00 -0.02 0.00
H -5.14482 0.39365 -2.91671 0.03 -0.03 -0.22
C -2.74277 2.29259 -2.01888 -0.15 -0.20 0.26
H -4.59653 -3.09843 1.32142 0.02 -0.12 0.13
F -0.47715 3.54215 1.43220 0.02 -0.36 -0.40
H -3.58768 -3.46639 -2.87248 -0.03 -0.17 0.15
C 4.41120 1.68345 1.90164 0.03 0.10 0.37
H -2.18030 -1.59089 5.18209 0.00 -0.01 0.00
H -2.73914 1.71870 1.07610 0.10 0.10 0.06
H -0.42133 -3.03305 -3.98227 -0.03 -0.02 -0.11
O 2.11993 1.31180 1.46529 -0.34 0.39 0.05
C 5.71108 0.04815 3.09140 0.23 -0.05 0.08
H -1.46059 -0.73945 -5.17959 0.01 -0.12 -0.10
C -3.67655 1.36147 0.65590 0.05 -0.07 -0.25
H 3.33138 3.02505 -0.48604 -0.21 -0.20 -0.15
H -2.15436 2.05040 -2.88988 0.21 -0.07 -0.31
C 5.05633 1.01049 -1.12155 -0.12 0.14 0.00
C 1.54500 -2.04994 0.12807 0.02 -0.44 -0.12
C -0.64479 0.33299 2.88016 0.07 0.03 0.28
C 3.71692 -3.02098 0.03063 -0.19 -0.02 0.06
C -1.87353 -1.19805 4.21870 -0.01 0.03 0.02
H -5.02999 -1.43347 0.95346 -0.12 0.23 0.06
F 4.62877 -1.91744 3.86106 -0.01 0.55 -0.31
C 4.16696 -1.83798 -0.53694 -0.15 0.12 -0.04
H 5.21276 -1.71341 -0.76592 0.10 0.06 -0.07
C -5.18751 0.54860 -1.83996 0.27 0.06 0.08
H -1.01708 0.49451 -4.01226 0.20 0.18 0.06
H -4.35884 -2.08119 -3.61564 -0.15 0.12 0.00
H 0.03030 1.17239 2.77028 0.08 0.07 0.00
C 3.24702 -0.81243 -0.75250 0.22 -0.07 0.08
C 1.80078 3.51520 -1.74581 -0.24 0.56 0.26
C 3.19625 0.93942 1.98012 0.38 -0.22 0.13
H 0.49963 -2.06624 0.39723 -0.16 -0.07 0.05
N -1.10014 -0.21388 1.75989 0.27 0.12 -0.08
H 5.16253 1.92108 -1.71148 -0.02 0.02 0.03
C -2.43344 -0.78262 -1.24330 0.15 -0.08 0.03
C -1.95248 -3.67222 0.01284 -0.04 0.27 0.02
C 2.38224 -3.13052 0.38744 0.14 0.04 -0.08
F 4.38954 2.89286 1.27383 -0.01 -0.10 -0.01
B -0.46365 4.55287 2.41263 -0.14 -0.10 0.07
H -4.05083 0.58886 1.31960 -0.11 -0.18 0.17
H -5.67655 -0.31848 -1.40680 -0.11 -0.22 0.12
C -1.96608 -1.23080 1.81142 -0.24 -0.27 -0.14
F 0.17716 5.67423 1.88677 0.47 0.59 -0.42
H -2.69254 0.32684 -4.51386 -0.20 0.14 -0.03
H -2.13352 -4.08600 -0.97332 -0.08 -0.12 -0.24
Si -3.42308 0.75776 -1.12514 -0.09 -0.06 -0.04
F 0.21808 4.10223 3.53255 0.39 -0.27 0.54
N 2.60622 1.33514 -1.35585 0.74 -0.33 -0.10
C 3.61810 0.56685 -1.13449 -0.26 1.00 -0.32
H -3.08219 -2.55482 3.07831 -0.03 -0.08 0.00
N 2.78232 2.69448 -1.28078 0.86 -0.04 0.03
C 3.36100 -0.29835 2.67535 -0.13 -0.32 0.16
H -0.88408 -3.71968 0.19432 0.25 0.00 0.00
C -3.42140 -2.62984 -3.54811 0.22 0.16 0.07
Si -2.03942 -1.48151 -2.87893 -0.21 -0.01 0.13
C -2.36754 -1.74331 3.04446 -0.02 0.00 0.08
F 6.72391 2.04508 2.30117 -0.44 -0.32 0.04
F 2.28001 -1.10770 2.81999 0.34 0.33 0.02
Tl 0.07774 1.28731 -0.24039 -0.48 -0.32 0.05
H 0.41611 -1.88948 -2.93468 0.16 0.13 0.04
H -2.11040 2.87645 -1.35149 0.04 0.09 0.05
Si -2.66997 -1.90635 0.15388 -0.17 0.09 -0.27
H -5.81140 1.42200 -1.65197 -0.07 0.17 0.03
S 0.87616 3.16739 -3.06776 0.00 -0.01 -0.27
```
Positions in Å, forces in eV/Å.

=====

Record 3
The following is a quantum chemistry calculation of a cluster of 2 separate species, C5H8S in total in a non-equilibrium geometry, from the OMol25 dataset.

The value obtained for the energy above the lowest of the compared OMol25 structures with the same formula, charge and spin is 79.9 kcal per mole. For the frontier orbital gap (spin up / spin down), the calculation gives 8.40 / 8.39 eV. Its molecular weight is 100.2 g/mol. As for the HOMO energy (spin up / spin down): -8.4 / -8.4 eV. The SMILES is CC(C)=S.C#C. As for the total charge: 0.

XYZ file:
```
14
Properties=species:S:1:pos:R:3:forces:R:3
C -0.68336 -1.82356 1.73323 1.80 0.29 1.97
H -1.69176 -2.11216 1.60072 -1.16 0.27 -0.95
H 1.88073 -0.25221 0.88777 -1.25 -0.31 -0.48
H 1.08480 -1.47732 -0.06930 -0.14 0.42 -0.73
C -0.60794 2.53214 -2.97081 0.26 -0.40 -0.16
C 0.44822 2.55422 -2.40195 -4.95 0.50 -2.36
S -1.14309 0.82990 1.52982 0.47 0.12 0.15
C -0.20753 -0.47482 1.25052 -3.06 0.31 0.30
H 1.32113 2.33984 -2.04443 4.63 -0.56 2.17
C 0.90449 -0.47137 0.31407 2.77 0.81 0.93
H 0.83391 0.40079 -0.34946 -0.06 -0.77 -0.30
H -0.65761 -1.88382 2.87916 0.73 -0.03 -1.51
H -1.47442 2.32052 -3.56696 0.07 0.47 0.34
H -0.00756 -2.48216 1.20763 -0.12 -1.12 0.64
```
Positions in Å, forces in eV/Å.